A cluster of 2 separate species, C5H8Cl2 in total at a distorted geometry, computed with ωB97M-V/def2-TZVPD.

Last columns: bonded neighbours and bond lengths (Å).
Geometry (Å):
1 C -3.12 -0.82 -0.10  C2 1.285, H8 1.020, H9 1.183
2 C -2.34 -1.14 -1.07  C1 1.285
3 C 0.31 0.00 -0.99  C5 1.521, H11 1.099, H12 1.055, H13 1.145
4 C 2.10 0.75 0.72  C5 1.565, Cl6 1.841, H14 1.007, H15 1.036
5 C 0.70 0.08 0.47  C3 1.521, C4 1.565, Cl7 1.781, H10 1.196
6 Cl 3.38 0.13 -0.45  C4 1.841
7 Cl -0.35 0.80 1.72  C5 1.781
8 H -4.08 -0.87 0.24  C1 1.020
9 H -2.41 -0.15 0.58  C1 1.183
10 H 1.02 -1.04 0.73  C5 1.196
11 H 1.01 -0.43 -1.72  C3 1.099
12 H -0.06 0.96 -1.25  C3 1.055
13 H -0.69 -0.54 -1.06  C3 1.145
14 H 1.95 1.73 0.57  C4 1.007
15 H 2.58 0.53 1.61  C4 1.036

Its HOMO energy is -10.09 eV. As for the gap between HOMO and LUMO: 9.81 eV. The maximum force is 0.114 Eh/bohr. As for the total energy: -1115.50551 a.u. As for the energy above the lowest of the compared OMol25 structures with the same formula, charge and spin: 125.2 kcal per mole.

Atomic partial charges in e from the natural (NBO) method, atoms 1 to 8:
1 C -0.774
2 C 0.184
3 C -0.645
4 C -0.315
5 C -0.221
6 Cl -0.108
7 Cl -0.026
8 H 0.270